(1)
Density functional theory data (ωB97M-V/def2-TZVPD) for a molecular structure, C39H42NO7SeSiV.

## Properties
- HOMO (alpha / beta) (Ha) = -0.2048 / -0.2092
- spin multiplicity = 2
- charge = -1
- <S²> = 0.80
- E_LUMO (alpha / beta) (eV) = 1.27 / 1.91
- HOMO-LUMO gap (alpha / beta) (Ha) = 0.2514 / 0.2792

Cartesian coordinates (Å):
V (0.530, -0.215, 0.378)
C (-1.111, -4.264, 1.408)
C (-0.830, -4.089, -0.131)
C (-0.623, -5.444, -0.858)
O (-2.095, -3.553, -0.656)
C (0.362, -3.169, -0.407)
O (1.426, -3.587, -0.800)
O (0.172, -1.905, -0.222)
H (-1.832, -5.029, 1.517)
H (-1.395, -3.315, 1.879)
H (-0.208, -4.616, 1.953)
H (-1.630, -5.880, -0.906)
H (-0.034, -6.064, -0.320)
H (-0.244, -5.270, -1.874)
H (-1.848, -2.723, -1.161)
C (-6.229, 1.051, 2.733)
C (-5.465, 1.911, 2.072)
C (-4.105, 1.592, 1.779)
C (-3.549, 0.336, 2.092)
C (-4.442, -0.586, 2.696)
C (-5.692, -0.224, 3.062)
C (-2.298, -0.059, 1.386)
C (-1.059, 0.409, 1.602)
C (-0.732, 1.400, 2.665)
C (-0.048, 2.589, 2.341)
C (0.277, 3.549, 3.252)
C (-0.057, 3.358, 4.627)
C (-0.654, 2.177, 4.966)
C (-1.016, 1.186, 4.006)
H (-7.313, 1.262, 2.886)
H (-5.807, 2.822, 1.582)
H (-3.528, 2.237, 1.125)
H (-4.066, -1.602, 2.717)
H (-6.286, -1.003, 3.473)
H (-2.500, -0.778, 0.513)
H (0.187, 2.719, 1.253)
H (0.746, 4.456, 2.957)
H (0.298, 4.014, 5.429)
H (-0.857, 1.881, 6.042)
H (-1.389, 0.252, 4.408)
C (3.815, 1.323, 3.067)
Si (3.591, -0.496, 3.074)
C (5.024, -1.305, 2.217)
C (3.713, -1.182, 4.882)
Se (1.515, -1.252, 2.380)
H (2.865, 1.848, 3.279)
H (4.020, 1.655, 2.095)
H (4.526, 1.855, 3.676)
H (5.973, -0.948, 2.696)
H (5.007, -1.048, 1.111)
H (4.990, -2.418, 2.259)
H (4.496, -0.701, 5.435)
H (3.873, -2.283, 5.019)
H (2.707, -0.983, 5.264)
C (0.975, -1.350, -5.358)
C (1.645, -0.601, -4.247)
C (2.512, -1.178, -3.359)
C (2.873, -0.449, -2.184)
C (3.674, -1.103, -1.072)
C (2.456, 0.871, -2.052)
C (1.933, 1.533, -3.162)
C (1.692, 3.017, -3.148)
C (1.469, 0.774, -4.273)
C (2.593, 1.582, -0.746)
O (3.173, 2.634, -0.690)
O (1.959, 1.019, 0.249)
H (1.214, -2.434, -5.245)
H (1.280, -1.049, -6.374)
H (-0.056, -1.329, -5.310)
H (2.657, -2.256, -3.360)
H (4.069, -0.327, -0.426)
H (4.501, -1.786, -1.571)
H (3.000, -1.752, -0.518)
H (1.343, 3.356, -4.104)
H (2.607, 3.581, -2.858)
H (0.930, 3.292, -2.382)
H (0.872, 1.240, -5.029)
O (-0.542, 2.728, -0.681)
C (-0.884, 1.840, -1.440)
N (-0.737, 0.476, -1.203)
C (-1.561, -0.157, -2.114)
O (-1.967, -1.326, -2.085)
C (-1.967, 0.713, -3.160)
C (-2.783, 0.468, -4.354)
C (-3.058, 1.581, -5.133)
C (-2.566, 2.810, -4.737)
C (-1.847, 3.050, -3.589)
C (-1.528, 1.958, -2.743)
H (-3.031, -0.511, -4.665)
H (-3.689, 1.422, -5.996)
H (-2.799, 3.703, -5.362)
H (-1.584, 4.067, -3.438)

***

(2)
Density functional theory data (ωB97M-V/def2-TZVPD) for C20H24ClN3O7S in the gas phase.

## Properties
- HOMO (Ha) = -0.3182
- E_LUMO (eV) = -0.81
- HOMO-LUMO gap (Ha) = 0.2884

Cartesian coordinates (Å):
C (6.330, 1.019, -0.099)
O (6.088, 2.241, -0.763)
C (5.149, 2.171, -1.806)
C (3.733, 1.792, -1.356)
C (3.248, 2.710, -0.229)
N (2.064, 2.176, 0.407)
C (2.151, 1.251, 1.367)
O (3.190, 0.899, 1.894)
C (0.794, 0.644, 1.782)
N (0.126, -0.101, 0.731)
C (0.617, -1.347, 0.319)
C (1.941, -1.721, 0.508)
C (2.391, -2.946, 0.040)
C (1.544, -3.808, -0.627)
C (0.215, -3.452, -0.791)
C (-0.267, -2.246, -0.306)
O (-1.582, -1.874, -0.355)
C (-2.422, -2.552, -1.267)
H (-2.617, -3.578, -0.940)
H (-3.358, -1.997, -1.280)
H (-1.991, -2.553, -2.270)
H (-0.446, -4.140, -1.291)
H (1.907, -4.749, -1.007)
Cl (4.045, -3.372, 0.280)
H (2.632, -1.073, 1.019)
S (-0.902, 0.736, -0.296)
O (-0.721, 0.325, -1.651)
O (-0.705, 2.137, -0.013)
C (-2.571, 0.414, 0.282)
C (-3.610, 0.498, -0.615)
C (-4.922, 0.368, -0.162)
C (-5.210, 0.158, 1.192)
C (-4.125, 0.070, 2.064)
C (-2.821, 0.201, 1.625)
H (-1.999, 0.126, 2.317)
H (-4.317, -0.103, 3.112)
C (-6.596, 0.013, 1.720)
H (-7.186, -0.671, 1.114)
H (-7.108, 0.974, 1.691)
H (-6.576, -0.344, 2.746)
N (-5.959, 0.440, -1.168)
O (-7.067, 0.790, -0.831)
O (-5.643, 0.137, -2.297)
H (-3.410, 0.663, -1.663)
H (0.965, -0.022, 2.634)
H (0.127, 1.457, 2.071)
H (1.154, 2.391, 0.018)
H (4.033, 2.783, 0.529)
H (3.026, 3.707, -0.610)
H (3.731, 0.763, -0.991)
H (3.059, 1.846, -2.212)
H (5.485, 1.451, -2.570)
H (5.147, 3.172, -2.244)
H (7.218, 1.178, 0.510)
H (5.499, 0.733, 0.553)
H (6.523, 0.212, -0.816)

***

(3)
Density functional theory data (ωB97M-V/def2-TZVPD) for 2 unconnected molecules or ions with the total composition C10H16N2O2.

## Properties
- HOMO (Ha) = -0.3454
- E_LUMO (eV) = 0.46
- HOMO-LUMO gap (Ha) = 0.3624

Cartesian coordinates (Å):
C (-0.011, 0.178, 1.406)
C (0.973, 0.982, 0.524)
C (-1.195, -0.371, 0.590)
C (2.309, 0.929, 0.599)
C (3.123, 1.809, -0.259)
C (3.689, -2.086, -0.052)
C (2.785, -2.268, -0.958)
C (-4.363, 0.737, 0.486)
C (-4.114, 0.334, -0.949)
C (-2.777, -0.349, -1.102)
N (4.421, -1.598, 0.760)
N (-1.716, 0.233, -0.307)
O (4.388, 1.464, -0.290)
O (2.712, 2.655, -1.036)
H (0.551, -0.634, 1.822)
H (0.819, 1.676, -0.213)
H (-1.577, -1.418, 0.947)
H (2.193, -1.434, -1.302)
H (-0.369, 0.784, 2.236)
H (2.693, -3.205, -1.502)
H (-3.706, 1.502, 0.745)
H (-5.387, 1.096, 0.536)
H (-4.107, 0.001, 1.156)
H (-3.944, 1.383, -1.397)
H (-4.953, -0.270, -1.425)
H (-2.695, -1.449, -0.779)
H (-2.612, -0.081, -2.155)
H (5.411, -1.421, 0.570)
H (4.694, 0.703, 0.230)
H (2.766, 0.116, 1.116)

***

no.,energy (hartree),F_max (eV Å⁻¹)
1,-5727.886047,3.9
2,-2325.735062,1.4
3,-650.486415,5.6